1:
Formula: H3O3PS
Source: the Open Molecules 2025 dataset
Level of theory: the ωB97M-V functional and the def2-TZVPD basis

Structure (XYZ):
```
8
H3O3PS, DFT the ωB97M-V functional and the def2-TZVPD basis
O -1.305 -0.516 -1.330
O -1.481 0.395 0.963
O 1.897 -0.672 -0.070
P -1.315 0.839 -0.581
S 2.055 1.001 -0.467
H -0.459 -1.011 -0.976
H -1.379 1.044 1.696
H 1.986 -1.080 0.766
```

## Properties
Orbital gap (spin up / spin down): 8.03 / 5.91 eV
E_LUMO (spin up / spin down): -0.5 / -1.5 eV
E_HOMO (spin up / spin down): -8.54 / -7.37 eV

These are the natural (NBO) partial charges, in e, on atoms 1 to 6:
1. O -1.0029
2. O -1.0217
3. O -0.9141
4. P 1.3211
5. S 0.0690
6. H 0.5331

2:
Formula: H3O3PS
Source: the Open Molecules 2025 dataset
Level of theory: the ωB97M-V functional and the def2-TZVPD basis

Structure (XYZ):
```
8
H3O3PS, DFT the ωB97M-V functional and the def2-TZVPD basis
O -0.178 0.630 0.808
P -0.154 0.714 -0.628
S -1.278 2.404 -1.147
O -1.610 2.860 0.379
H -1.301 2.312 1.131
O 1.266 -2.686 -0.159
H 1.131 -3.509 0.189
H 2.124 -2.726 -0.573
```

## Properties
Orbital gap: 9.12 eV
E_LUMO: -0.3 eV
E_HOMO: -9.45 eV
SMILES: O=PSO.O

These are the natural (NBO) partial charges, in e, on atoms 1 to 6:
1. O -1.0423
2. P 1.1357
3. S 0.2605
4. O -0.8770
5. H 0.5223
6. O -0.9280

Least stable structure: 1

1:
Formula: C29H41CaCl2N3O9P2
Source: the Open Molecules 2025 dataset
Level of theory: the ωB97M-V functional and the def2-TZVPD basis

Structure (XYZ):
```
87
C29H41CaCl2N3O9P2, DFT the ωB97M-V functional and the def2-TZVPD basis
Ca 0.885 -0.233 0.084
C -2.040 3.021 0.283
C -2.292 1.619 0.768
C -2.083 1.277 2.105
C -2.361 0.002 2.575
C -2.116 -0.372 4.009
C -2.861 -0.948 1.686
C -3.044 -0.656 0.345
C -3.521 -1.703 -0.623
C -2.753 0.636 -0.097
H -2.330 3.753 1.037
H -2.608 3.229 -0.625
H -0.981 3.172 0.070
H -1.709 2.028 2.792
H -3.051 -0.608 4.521
H -1.628 0.435 4.554
H -1.470 -1.250 4.062
H -3.088 -1.946 2.050
H -4.125 -2.461 -0.124
H -2.672 -2.220 -1.080
H -4.122 -1.263 -1.421
H -2.940 0.890 -1.137
C 4.281 2.685 1.192
C 3.803 2.426 -0.229
O 4.695 3.046 -1.150
P 3.769 0.629 -0.558
O 2.982 0.448 -1.929
O 5.225 0.116 -0.886
O 3.135 -0.146 0.553
P 2.081 3.024 -0.587
O 1.878 4.418 0.169
O 2.106 3.197 -2.072
O 1.141 2.031 0.042
H 5.324 2.381 1.300
H 3.675 2.141 1.915
H 4.214 3.752 1.401
H 4.157 3.285 -1.924
H 2.541 1.268 -2.264
H 5.575 -0.456 -0.189
H 2.057 5.159 -0.426
Cl 0.234 -7.302 -2.544
C 1.520 -6.162 -2.764
C 2.347 -6.299 -3.869
C 3.385 -5.402 -4.058
C 3.603 -4.380 -3.147
C 2.767 -4.271 -2.051
Cl 3.077 -3.007 -0.894
C 1.699 -5.144 -1.828
N 0.826 -4.999 -0.728
C 1.277 -5.363 0.549
C 2.326 -6.265 0.713
C 2.756 -6.619 1.983
C 2.149 -6.081 3.105
C 1.094 -5.195 2.939
C 0.637 -4.830 1.681
C -0.543 -3.894 1.543
C -0.147 -2.533 0.994
O 0.207 -1.625 1.786
O -0.160 -2.368 -0.267
H 2.169 -7.103 -4.568
H 4.031 -5.503 -4.920
H 4.412 -3.674 -3.276
H 0.352 -4.096 -0.745
H 2.809 -6.687 -0.159
H 3.574 -7.320 2.088
H 2.484 -6.350 4.098
H 0.603 -4.771 3.807
H -0.997 -3.748 2.522
H -1.286 -4.330 0.869
C -0.025 0.220 -5.258
C -0.816 1.033 -4.238
C -0.810 2.508 -4.627
C -2.255 0.518 -4.158
N -0.105 0.975 -2.948
N -0.158 -0.246 -2.230
H -0.539 0.211 -6.221
H 0.085 -0.820 -4.943
H 0.970 0.644 -5.395
H -1.155 2.634 -5.653
H 0.198 2.916 -4.539
H -1.471 3.086 -3.976
H -2.775 0.706 -5.098
H -2.811 1.024 -3.365
H -2.301 -0.559 -3.977
H -0.416 1.716 -2.330
H 0.432 -0.915 -2.716
H -1.088 -0.659 -2.161
```

## Properties
Orbital gap: 8.25 eV
E_LUMO: 0.4 eV
E_HOMO: -7.85 eV

These are the Löwdin partial charges, in e, on atoms 1 to 6:
1. Ca 1.4397
2. C -0.0415
3. C -0.2681
4. C -0.0108
5. C -0.2703
6. C -0.0413

2:
Formula: C29H41CaCl2N3O9P2
Source: the Open Molecules 2025 dataset
Level of theory: the ωB97M-V functional and the def2-TZVPD basis

Structure (XYZ):
```
87
C29H41CaCl2N3O9P2, DFT the ωB97M-V functional and the def2-TZVPD basis
Ca -0.631 -0.420 0.016
C -0.587 -3.393 -2.490
C -1.790 -2.693 -1.929
C -2.473 -1.736 -2.675
C -3.638 -1.152 -2.202
C -4.417 -0.178 -3.032
C -4.118 -1.526 -0.952
C -3.463 -2.477 -0.186
C -4.032 -2.937 1.125
C -2.293 -3.048 -0.681
H 0.325 -2.948 -2.087
H -0.556 -3.300 -3.574
H -0.599 -4.449 -2.224
H -2.106 -1.470 -3.657
H -4.508 0.767 -2.500
H -5.416 -0.566 -3.227
H -3.924 0.003 -3.983
H -5.040 -1.087 -0.592
H -4.094 -4.024 1.155
H -5.026 -2.527 1.282
H -3.391 -2.613 1.944
H -1.802 -3.830 -0.110
C 1.054 -0.633 4.056
C -0.063 0.290 3.619
O -0.604 1.034 4.698
P -1.439 -0.653 2.913
O -2.026 -1.542 4.112
O -2.639 0.329 2.641
O -1.137 -1.462 1.726
P 0.523 1.502 2.345
O -0.803 2.478 2.258
O 1.642 2.267 2.920
O 0.624 0.821 1.016
H 0.799 -1.132 4.993
H 1.966 -0.051 4.197
H 1.238 -1.382 3.289
H 0.118 1.591 5.029
H -1.387 -2.094 4.563
H -2.790 0.940 3.368
H -0.564 3.295 2.698
Cl 5.475 1.642 1.456
C 4.883 0.152 2.070
C 5.405 -0.373 3.239
C 4.934 -1.587 3.709
C 3.925 -2.252 3.037
C 3.377 -1.701 1.888
Cl 2.048 -2.480 1.097
C 3.868 -0.499 1.363
N 3.394 0.043 0.160
C 3.968 -0.356 -1.041
C 5.169 -1.069 -1.051
C 5.757 -1.452 -2.242
C 5.152 -1.143 -3.447
C 3.964 -0.432 -3.446
C 3.365 -0.022 -2.265
C 2.094 0.772 -2.307
C 0.874 0.020 -1.773
O -0.246 0.536 -1.927
O 1.015 -1.050 -1.151
H 6.179 0.163 3.764
H 5.356 -2.017 4.604
H 3.567 -3.205 3.387
H 2.386 0.163 0.142
H 5.640 -1.334 -0.116
H 6.682 -2.010 -2.220
H 5.596 -1.454 -4.380
H 3.485 -0.183 -4.384
H 1.866 1.090 -3.326
H 2.177 1.664 -1.675
C -3.071 4.090 -0.309
C -2.422 3.342 -1.480
C -3.075 3.782 -2.795
C -0.917 3.659 -1.522
N -2.691 1.903 -1.378
N -2.297 1.289 -0.150
H -2.978 5.162 -0.477
H -2.579 3.852 0.634
H -4.129 3.841 -0.236
H -2.899 4.839 -2.979
H -4.147 3.611 -2.758
H -2.661 3.210 -3.622
H -0.757 4.722 -1.692
H -0.443 3.097 -2.325
H -0.424 3.389 -0.587
H -2.163 1.445 -2.120
H -3.096 1.324 0.482
H -1.539 1.816 0.287
```

## Properties
Orbital gap: 7.65 eV
E_LUMO: 0.1 eV
E_HOMO: -7.54 eV

These are the Löwdin partial charges, in e, on atoms 1 to 6:
1. Ca 1.3610
2. C -0.0326
3. C -0.2809
4. C -0.0167
5. C -0.2745
6. C -0.0526

Least stable structure: 2